Run a
Molecular formula: C4H11N3O2
Method: DFT, ωB97M-V/def2-TZVPD

XYZ file:
```
20
Properties=species:S:1:pos:R:3:lowdin_charge:R:1
C 2.82335 -0.38058 -0.87264 -0.1350
N 1.78780 -0.79843 0.04597 -0.0092
C 1.59267 -0.22545 1.16548 -0.5758
N 0.51021 -0.63048 1.93329 0.1165
N 2.23171 0.89728 1.62811 0.1355
H 3.38196 0.49996 -0.55103 0.0518
H 2.35072 -0.08800 -1.81521 0.0739
H 3.48027 -1.21980 -1.06553 0.0680
H 0.20832 -1.56718 1.73984 0.1006
H 0.57949 -0.31720 2.88432 0.0863
H 3.13105 1.17404 1.29504 0.0771
H 1.78595 1.47193 2.31930 0.0922
C -2.84945 -0.24132 -2.20559 -0.0012
C -2.34343 0.30234 -0.91045 -0.5681
O -2.67750 1.32955 -0.38723 0.0965
O -1.23773 -0.36996 -0.52203 0.0531
H -2.02246 -0.50654 -2.86705 0.0871
H -3.54303 0.44930 -2.67073 0.0840
H -3.31283 -1.23505 -2.19423 0.0880
H -0.46828 0.02900 -0.08578 0.0784
```

SMILES: CN=C(N)N.CC(=O)O
Gap between HOMO and LUMO, hartree: 0.3502
Net charge: 0
LUMO, hartree: 0.0264



Run b
Molecular formula: C4H11N3O2
Method: DFT, ωB97M-V/def2-TZVPD

XYZ file:
```
20
Properties=species:S:1:pos:R:3:lowdin_charge:R:1
C 1.32890 2.12524 1.61702 -0.1444
N 0.62641 1.65575 0.40950 0.0001
C 1.29939 0.96039 -0.43960 -0.5481
N 0.61551 0.44123 -1.51764 0.1305
N 2.69734 0.88438 -0.58483 0.0966
H 2.33369 2.56554 1.41321 0.0619
H 1.36522 1.34383 2.38880 0.0754
H 0.73580 3.01142 1.81931 0.0602
H 1.14883 0.17447 -2.32599 0.0872
H -0.25847 0.01575 -1.29432 0.0554
H 3.07628 1.77828 -0.29683 0.0671
H 3.23556 0.20403 -0.06779 0.0880
C -2.92797 -2.31694 -0.71154 0.0050
C -1.76439 -1.76998 0.02430 -0.5892
O -0.93327 -2.56599 0.42385 0.0681
O -1.76372 -0.52638 0.51406 0.0917
H -3.43727 -1.63224 -1.38904 0.0857
H -3.66368 -2.73116 -0.01314 0.1007
H -2.51280 -3.16748 -1.25670 0.0921
H -1.20134 -0.45015 1.28736 0.1161
```

SMILES: CN=C(N)N.CC(=O)O
Gap between HOMO and LUMO, hartree: 0.3482
Net charge: 0
LUMO, hartree: 0.0265



Name the most stable of them. run a.



Run a
Molecular formula: C4H11N3O2
Method: DFT, ωB97M-V/def2-TZVPD

XYZ file:
```
20
Properties=species:S:1:pos:R:3:lowdin_charge:R:1
H -0.54554 -2.10819 0.50393 0.0428
N -0.58306 -1.09824 0.65776 0.1203
C 0.42224 -0.66801 1.30728 -0.5688
N 0.45121 0.66192 1.79860 0.0961
N 1.51660 -1.40832 1.69465 -0.0153
C 1.92987 -2.56386 0.91196 -0.0964
H -0.44502 0.88343 2.21008 0.0858
H 0.69486 1.34227 1.09397 0.0822
H 2.25002 -0.76148 1.94844 0.1168
H 3.01559 -2.61810 0.97254 0.0827
H 1.51065 -2.59127 -0.08915 0.0750
H 1.58426 -3.47393 1.40770 0.0782
C -1.25761 1.74828 -2.57828 -0.0020
C -1.66166 2.34770 -1.27551 -0.5881
O -1.67285 3.52566 -1.05379 0.1004
O -2.14447 1.49070 -0.34186 0.0652
H -0.24990 1.33997 -2.51098 0.0851
H -1.22253 2.47356 -3.39051 0.0905
H -1.84913 0.87104 -2.83858 0.0865
H -1.74355 0.60687 -0.42825 0.0630
```

SMILES: [H]/N=C(/N)NC.CC(=O)O
Gap between HOMO and LUMO, hartree: 0.3746
Net charge: 0
LUMO, hartree: 0.0204



Run b
Molecular formula: C4H11N3O2
Method: DFT, ωB97M-V/def2-TZVPD

XYZ file:
```
20
Properties=species:S:1:pos:R:3:lowdin_charge:R:1
H -0.64842 -1.47419 -2.61016 0.0318
N 0.10118 -0.92346 -2.25856 0.1226
C -0.17042 0.24874 -1.83367 -0.5431
N 0.85370 1.17550 -1.42297 0.0956
N -1.44901 0.83053 -1.90128 -0.0179
C -1.65464 2.28060 -1.88356 -0.1262
H 1.01556 2.00610 -1.93949 0.0689
H 0.98605 1.20379 -0.44201 0.0621
H -2.23556 0.36236 -2.32085 0.1169
H -1.05360 2.82620 -1.10950 0.0817
H -2.69102 2.62808 -1.79527 0.0780
H -1.26671 2.77612 -2.78243 0.0692
C 0.45953 -1.43087 0.95617 0.0359
C 0.55968 -0.83547 2.37310 -0.5282
O -0.40404 -0.56227 3.04481 0.0829
O 1.75272 -1.11943 2.96099 0.0811
H -0.03003 -2.31407 1.19154 0.0750
H 1.46258 -1.77478 0.82296 0.0766
H 0.25982 -0.77945 0.12897 0.0281
H 1.82242 -0.69643 3.81395 0.1089
```

SMILES: [H]/N=C(/N)NC.CC(=O)O
Gap between HOMO and LUMO, hartree: 0.3548
Net charge: 0
LUMO, hartree: 0.0241



Run c
Molecular formula: C4H11N3O2
Method: DFT, ωB97M-V/def2-TZVPD

XYZ file:
```
20
Properties=species:S:1:pos:R:3:lowdin_charge:R:1
C 3.12680 -0.17604 -0.43474 -0.1406
N 1.95054 0.57595 -0.02127 0.0098
C 1.33233 1.33786 -0.81350 -0.5106
N 1.41829 1.56902 -2.14964 0.0858
N -0.02874 1.64122 -0.24656 0.0649
H 3.51936 0.35313 -1.33036 0.0624
H 2.86983 -1.25175 -0.60432 0.0802
H 4.02463 -0.17499 0.22474 0.0691
H 1.58014 2.52999 -2.47097 0.0986
H 0.99421 0.97663 -2.84718 0.0957
H -0.02923 1.25890 0.69400 0.0327
H -0.17270 2.64757 -0.09763 0.0644
C -1.47203 -2.42515 0.52265 -0.0030
C -2.10400 -1.15629 0.93436 -0.5976
O -3.18830 -0.71391 0.66168 0.1037
O -1.26369 -0.50699 1.76946 0.0561
H -1.51631 -2.55979 -0.57005 0.0909
H -2.24676 -3.22330 0.72016 0.1153
H -0.47241 -2.77032 0.67231 0.0745
H -1.90652 -0.08319 2.40132 0.1476
```

SMILES: CN=C(N)N.CC(=O)O
Gap between HOMO and LUMO, hartree: 0.3574
Net charge: 0
LUMO, hartree: 0.0267



Run d
Molecular formula: C4H11N3O2
Method: DFT, ωB97M-V/def2-TZVPD

XYZ file:
```
20
Properties=species:S:1:pos:R:3:lowdin_charge:R:1
C -0.63150 2.51402 0.41259 -0.0527
C -0.94186 1.01211 0.17544 -0.3699
N -0.49183 0.29377 1.38623 0.0584
C -0.16017 0.50366 -1.03107 -0.0379
N -0.45908 -0.44207 -1.85136 -0.3010
O -1.56844 -1.05299 -1.93225 -0.0522
O 0.52705 -0.80701 -2.86079 0.0486
H -0.75566 2.78167 1.50317 0.1012
H 0.45922 2.61162 0.14598 0.0953
H -1.32297 3.02452 -0.08525 0.0157
H -2.11317 0.80356 0.10114 0.1825
H -0.88248 -0.56021 1.39478 0.0189
H 0.48282 0.25164 1.44118 0.0056
H 0.86505 0.87085 -1.23450 0.1426
H -0.06555 -1.15114 -3.51249 0.0848
C 2.36875 -1.44250 0.23538 -0.1619
N 2.17661 -1.08814 1.40800 -0.0166
H 1.66768 -2.09147 -0.28307 0.0702
H 3.34676 -1.24451 -0.13715 0.0588
H 1.35074 -1.62418 1.94581 0.1096
```

SMILES: C[C@H](N)/C=[N+](\[O-])O.C=N
Gap between HOMO and LUMO, hartree: 0.3586
Net charge: 0
LUMO, hartree: 0.0283



Name the most stable of them. run a.



Run a
Molecular formula: C4H11N3O2
Method: DFT, ωB97M-V/def2-TZVPD

XYZ file:
```
20
Properties=species:S:1:pos:R:3:lowdin_charge:R:1
H -0.95765 2.53383 0.33985 0.0449
N -0.24520 1.84022 0.70643 0.0837
C 0.60412 1.51625 -0.27353 -0.4206
N 1.71036 0.56644 -0.04438 0.0481
N 0.26045 1.88399 -1.68514 -0.0549
C 0.12649 3.25240 -1.90166 -0.2023
H 2.63752 0.90217 0.44213 0.1300
H 1.41064 -0.34198 0.27803 0.0235
H 0.99247 1.66396 -2.46205 0.1558
H 0.90972 3.89310 -1.74236 0.0535
H -0.66190 3.74307 -1.38226 0.0647
H -0.05074 3.34825 -2.95982 0.0862
C -2.05417 -2.28631 1.14311 -0.0003
C -0.56752 -2.51778 0.70822 -0.5255
O -0.02252 -2.61108 -0.35961 0.1069
O 0.28283 -2.07315 1.70789 -0.0489
H -2.65107 -2.53072 0.23943 0.0831
H -2.40014 -1.33307 1.54440 0.0798
H -2.15777 -3.13529 1.87624 0.0951
H 0.11373 -1.09149 2.14488 0.1973
```

SMILES: [H]/N=C(/N)NC.CC(=O)O
Gap between HOMO and LUMO, hartree: 0.3595
Net charge: 0
LUMO, hartree: 0.0198



Run b
Molecular formula: C4H11N3O2
Method: DFT, ωB97M-V/def2-TZVPD

XYZ file:
```
20
Properties=species:S:1:pos:R:3:lowdin_charge:R:1
C 1.74962 1.68872 1.07262 -0.1032
N 0.52922 0.90935 0.83303 -0.0443
C -0.63882 1.48543 0.77776 -0.5324
N -1.71452 0.65161 0.78558 0.1438
N -0.84382 2.82569 0.76069 0.1503
H 1.92590 1.64883 2.14423 0.0766
H 1.63897 2.72737 0.78101 0.0494
H 2.56338 1.18668 0.57191 0.0705
H -1.48502 -0.31357 0.56042 0.0588
H -2.69534 0.86606 0.89143 0.1019
H -0.03300 3.38852 0.56034 0.0770
H -1.67282 3.37150 0.85243 0.0960
C 0.69462 -3.17007 -1.62783 0.0018
C 0.15696 -1.97159 -0.93915 -0.5809
O -0.87738 -1.94158 -0.29640 0.0508
O 0.93782 -0.90791 -1.06353 0.0707
H 0.50087 -3.04039 -2.69335 0.0922
H 0.25502 -4.12307 -1.36503 0.0817
H 1.75359 -3.35357 -1.50100 0.0831
H 0.63703 -0.20793 -0.39728 0.0564
```

SMILES: CN=C(N)N.CC(=O)O
Gap between HOMO and LUMO, hartree: 0.3429
Net charge: 0
LUMO, hartree: 0.0304



Run c
Molecular formula: C4H11N3O2
Method: DFT, ωB97M-V/def2-TZVPD

XYZ file:
```
20
Properties=species:S:1:pos:R:3:lowdin_charge:R:1
C -2.46127 -0.60815 0.35584 -0.1361
N -1.04697 -0.36311 0.64209 -0.0236
C -0.70275 0.42353 1.58657 -0.5483
N -1.55833 1.12047 2.42076 0.1346
N 0.60935 0.70696 1.80215 0.1499
H -2.44132 -1.39532 -0.38550 0.0628
H -2.99428 0.25425 -0.05153 0.0731
H -3.01549 -0.91392 1.24806 0.0700
H -2.54521 1.00277 2.26987 0.0732
H -1.30349 2.07561 2.59954 0.0934
H 1.34238 0.41439 1.18078 0.0559
H 0.78129 1.10141 2.68271 0.0756
C 2.56394 -0.36877 -2.77255 0.0178
C 1.72798 -0.35541 -1.50939 -0.5606
O 2.12772 0.24513 -0.52780 0.0481
O 0.71042 -1.19042 -1.49782 0.0973
H 2.18043 0.32859 -3.51838 0.0898
H 2.45428 -1.34301 -3.19977 0.0744
H 3.56172 -0.11267 -2.50121 0.0754
H 0.00959 -1.02234 -0.82442 0.0774
```

SMILES: CN=C(N)N.CC(=O)O
Gap between HOMO and LUMO, hartree: 0.3501
Net charge: 0
LUMO, hartree: 0.0320



Run d
Molecular formula: C4H11N3O2
Method: DFT, ωB97M-V/def2-TZVPD

XYZ file:
```
20
Properties=species:S:1:pos:R:3:lowdin_charge:R:1
C -0.91634 -1.62212 0.32361 -0.0743
C 1.49842 -1.39105 0.01073 -0.0919
N 0.22940 -0.73773 0.26355 -0.2682
C -0.98729 0.88309 -1.85837 -0.0919
N 0.20593 0.70126 -1.50868 0.1281
H -1.03377 -2.11774 -0.64199 0.0839
H -0.78769 -2.38644 1.09669 0.0895
H 1.43723 -1.95054 -0.92337 0.0834
H -1.79769 -1.03570 0.57019 0.0785
H 1.75539 -2.08166 0.82074 0.0850
H 2.28221 -0.64132 -0.08690 0.0778
H -1.79866 1.14253 -1.17764 0.0838
H -1.17134 0.89566 -2.93179 0.0812
N 0.52976 1.75534 0.03740 -0.0186
C 0.23834 0.42144 1.17108 -0.4359
O -0.45694 2.67712 0.32712 -0.0610
O -0.85832 0.71929 1.74746 -0.1076
H -1.00427 2.10257 0.98114 0.0810
H 1.43005 2.22814 0.06997 0.1397
H 1.20560 0.43786 1.70906 0.1375
```

Gap between HOMO and LUMO, hartree: 0.2977
Net charge: 0
LUMO, hartree: -0.0085



Name the most stable of them. run c.